17
Properties=species:S:1:pos:R:3:forces:R:3:lowdin_charge:R:1 method="wB97M-V/def2-TZVPD" e_tot_ev=-14647.832 e_above_lowest_kcal_mol=80.5 spin_multiplicity=1 homo_energy_ev=-9.09 smiles="CCC1=CC1.P" max_force_ha_per_bohr=0.087
H 0.327650 1.061474 2.963692 -0.1722 1.0694 2.4380 0.0412
H 1.320374 -1.176617 1.491499 0.4554 -0.2115 -0.4574 0.0919
H 1.702488 0.625651 -1.497840 1.1218 -0.3388 -0.7770 -0.1605
C -0.500961 0.104657 1.181581 -0.2420 1.0626 -0.3975 -0.2415
C -1.707302 0.043167 0.365374 -0.4697 -4.1240 0.3576 -0.1781
H 2.984306 -0.055920 -3.229682 -0.5552 0.0988 -0.2513 -0.2002
H -1.778519 0.766115 -0.358209 0.4027 1.9647 -1.8346 0.0791
H -2.636492 0.109711 0.869863 -0.7351 0.4989 1.2423 0.0938
C -1.842470 -1.397556 -0.293819 -2.0864 1.9432 -1.4590 -0.0833
H -1.969288 -2.142763 0.440011 -0.5992 -0.7568 1.0688 0.0465
H 0.813838 1.820394 1.241515 0.0937 0.1828 1.5996 0.0868
C 0.677164 -0.336712 1.368602 0.4282 -0.6851 1.1075 -0.0337
H 2.808746 1.961039 -2.553489 -0.0476 0.6627 -0.7043 -0.2191
H -2.729843 -1.422739 -1.065882 1.5688 0.0261 1.6303 0.1087
P 3.076427 0.707127 -2.057802 -0.5411 -0.4297 1.7628 0.5983
C 0.443689 1.047513 1.948778 -0.0660 -0.9310 -4.3593 -0.0655
H -0.989806 -1.714539 -0.814189 1.4438 -0.0323 -0.9665 0.0357